Record 1
Here is a single C21H25N3O2 molecule from the OMol25 dataset. Energies are from ωB97M-V/def2-TZVPD.

Calculated values
- SMILES string: CCCOc1ccc(/C=C/C(=O)N2CCN(c3ccccn3)CC2)cc1
- Energy above the lowest of the compared OMol25 structures with the same formula, charge and spin: 55.04 kcal/mol
- HOMO-LUMO gap: 8.5 eV
- Electronic energy: -1129.965438 a.u.

```
! RIJCOSX wB97M-V def2-TZVPD def2/J DEFGRID3
* xyz 0 1
C -8.680 -0.523 -0.361
C -7.842 -1.722 0.062
C -6.376 -1.550 -0.326
O -5.844 -0.491 0.443
C -4.554 -0.121 0.255
C -3.670 -0.713 -0.642
C -2.375 -0.242 -0.743
C -1.913 0.819 0.036
C -0.537 1.256 -0.115
C 0.088 2.195 0.599
C 1.460 2.682 0.307
O 1.654 3.855 0.035
N 2.477 1.785 0.353
C 3.807 2.189 -0.050
C 4.269 1.299 -1.214
N 4.219 -0.092 -0.826
C 5.285 -0.753 -0.271
C 6.621 -0.371 -0.487
C 7.627 -1.143 0.052
C 7.307 -2.277 0.791
C 5.967 -2.576 0.942
N 4.988 -1.846 0.439
C 2.882 -0.482 -0.429
C 2.402 0.396 0.736
C -2.813 1.404 0.932
C -4.104 0.946 1.040
H -8.668 -0.410 -1.443
H -8.282 0.384 0.086
H -9.711 -0.647 -0.039
H -8.220 -2.631 -0.409
H -7.898 -1.846 1.144
H -5.821 -2.477 -0.124
H -6.297 -1.317 -1.397
H -3.978 -1.538 -1.264
H -1.702 -0.715 -1.445
H 0.011 0.746 -0.900
H -0.430 2.777 1.346
H 4.498 2.076 0.794
H 3.763 3.238 -0.348
H 3.588 1.438 -2.061
H 5.269 1.585 -1.529
H 6.872 0.501 -1.068
H 8.660 -0.864 -0.102
H 8.072 -2.899 1.226
H 5.644 -3.444 1.503
H 2.905 -1.528 -0.130
H 2.221 -0.351 -1.291
H 1.386 0.138 1.030
H 3.072 0.228 1.590
H -2.499 2.233 1.546
H -4.800 1.399 1.729
*
```

=====

Record 2
Here is a single C21H25N3O2S molecule from the OMol25 dataset. Energies are from ωB97M-V/def2-TZVPD.

Calculated values
- SMILES string: CC1(C)Cc2nc(-c3ccccc3)nc(SCC(=O)N3CCCC3)c2CO1
- Energy above the lowest of the compared OMol25 structures with the same formula, charge and spin: 7.57 kcal/mol
- HOMO-LUMO gap: 9.0 eV
- Electronic energy: -1528.209909 a.u.

```
! RIJCOSX wB97M-V def2-TZVPD def2/J DEFGRID3
* xyz 0 1
C 5.661 1.134 0.190
C 4.249 0.552 0.152
C 3.901 -0.071 1.510
C 3.228 1.645 -0.208
C 1.907 1.039 -0.556
N 0.817 1.784 -0.431
C -0.351 1.251 -0.768
C -1.534 2.104 -0.644
C -2.758 1.728 -1.194
C -3.857 2.556 -1.059
C -3.750 3.760 -0.383
C -2.532 4.141 0.160
C -1.429 3.321 0.031
N -0.511 -0.005 -1.190
C 0.568 -0.756 -1.286
S 0.395 -2.442 -1.754
C -1.372 -2.589 -2.152
C -2.383 -1.898 -1.251
O -3.312 -1.300 -1.765
N -2.286 -2.051 0.076
C -1.316 -2.806 0.839
C -1.987 -2.970 2.200
C -2.742 -1.651 2.351
C -3.261 -1.398 0.939
C 1.849 -0.279 -0.995
C 3.078 -1.126 -1.092
O 4.277 -0.423 -0.889
H 5.941 1.479 -0.801
H 5.708 1.967 0.887
H 6.367 0.368 0.497
H 2.854 -0.360 1.556
H 4.093 0.648 2.301
H 4.517 -0.952 1.679
H 3.100 2.355 0.610
H 3.588 2.198 -1.080
H -2.844 0.792 -1.720
H -4.803 2.256 -1.486
H -4.612 4.403 -0.280
H -2.446 5.081 0.686
H -0.474 3.603 0.446
H -1.519 -2.198 -3.159
H -1.558 -3.666 -2.157
H -0.383 -2.238 0.945
H -1.088 -3.760 0.360
H -2.690 -3.803 2.172
H -1.268 -3.144 2.998
H -2.053 -0.858 2.645
H -3.545 -1.704 3.082
H -4.245 -1.850 0.779
H -3.330 -0.338 0.684
H 3.154 -1.562 -2.094
H 2.987 -1.966 -0.380
*
```

=====

Record 3
Here is C21H25N3O2V as an isolated structure from the OMol25 dataset. Energies are from ωB97M-V/def2-TZVPD.

Calculated values
- HOMO-LUMO gap (spin up / spin down): 8.2 / 8.1 eV
- Expectation value of S²: 2.0132
- Electronic energy: -2073.855276 a.u.

```
! RIJCOSX wB97M-V def2-TZVPD def2/J DEFGRID3
* xyz 1 3
V 0.480 -0.434 0.178
C 0.747 1.874 2.029
N 0.962 0.410 2.094
C 0.059 -0.110 3.153
C 0.112 -1.623 3.372
C -0.042 -2.429 2.061
N -0.723 -1.615 1.069
C -1.998 -1.711 0.887
C -2.744 -0.778 0.103
C -4.112 -1.005 -0.137
C -4.865 -0.092 -0.828
C -4.269 1.092 -1.280
C -2.940 1.354 -1.041
C -2.140 0.429 -0.352
O -0.879 0.719 -0.099
C 2.370 0.108 2.467
C 3.422 0.858 1.656
C 3.540 0.420 0.200
N 2.278 0.388 -0.545
C 2.342 0.715 -1.792
C 1.309 0.473 -2.760
C 1.309 1.157 -3.986
C 0.373 0.873 -4.949
C -0.555 -0.149 -4.726
C -0.546 -0.871 -3.553
C 0.367 -0.564 -2.536
O 0.371 -1.237 -1.399
H 1.146 2.364 2.923
H -0.318 2.073 1.963
H 1.212 2.294 1.141
H -0.955 0.173 2.872
H 0.290 0.393 4.099
H -0.707 -1.870 4.048
H 1.034 -1.915 3.874
H -0.573 -3.363 2.249
H 0.948 -2.689 1.669
H -2.550 -2.517 1.374
H -4.560 -1.919 0.235
H -5.912 -0.282 -1.017
H -4.863 1.816 -1.823
H -2.478 2.271 -1.383
H 2.537 -0.967 2.348
H 2.515 0.351 3.526
H 4.387 0.674 2.128
H 3.251 1.932 1.711
H 3.962 -0.590 0.168
H 4.262 1.075 -0.297
H 3.266 1.154 -2.178
H 2.054 1.925 -4.160
H 0.362 1.426 -5.878
H -1.281 -0.386 -5.493
H -1.252 -1.674 -3.386
*
```

=====

Record 4
Here is a single C21H25N3O3 molecule from the OMol25 dataset. Energies are from ωB97M-V/def2-TZVPD.

Calculated values
- SMILES string: CC(=O)N1CCN(c2ccccc2NC(=O)COc2ccccc2C)CC1
- Energy above the lowest of the compared OMol25 structures with the same formula, charge and spin: 17.41 kcal/mol
- HOMO-LUMO gap: 8.9 eV
- Electronic energy: -1205.252432 a.u.

```
! RIJCOSX wB97M-V def2-TZVPD def2/J DEFGRID3
* xyz 0 1
C -4.234 -0.972 1.858
C -4.002 -1.237 0.388
O -4.918 -1.351 -0.404
N -2.707 -1.341 -0.003
C -1.562 -1.172 0.866
C -0.340 -0.746 0.032
N -0.717 0.188 -1.014
C -1.124 1.457 -0.517
C -2.446 1.852 -0.358
C -2.750 3.100 0.159
C -1.736 3.965 0.532
C -0.412 3.601 0.359
C -0.101 2.359 -0.177
N 1.210 1.958 -0.448
C 2.377 2.506 -0.046
O 2.508 3.460 0.689
C 3.595 1.786 -0.647
O 3.350 0.459 -1.043
C 3.153 -0.489 -0.070
C 3.107 -0.221 1.290
C 2.888 -1.252 2.190
C 2.711 -2.546 1.740
C 2.753 -2.809 0.380
C 2.970 -1.799 -0.539
C 3.006 -2.060 -2.013
C -1.578 -0.458 -1.996
C -2.399 -1.612 -1.391
H -5.301 -1.041 2.050
H -3.897 0.030 2.120
H -3.706 -1.696 2.474
H -1.336 -2.103 1.404
H -1.774 -0.390 1.599
H 0.396 -0.289 0.696
H 0.127 -1.612 -0.443
H -3.249 1.183 -0.628
H -3.783 3.387 0.281
H -1.973 4.931 0.949
H 0.385 4.273 0.629
H 1.259 1.141 -1.049
H 4.433 1.858 0.056
H 3.874 2.314 -1.565
H 3.232 0.784 1.662
H 2.856 -1.032 3.246
H 2.542 -3.348 2.442
H 2.615 -3.820 0.025
H 2.220 -1.497 -2.515
H 3.956 -1.728 -2.429
H 2.876 -3.118 -2.222
H -2.229 0.293 -2.443
H -0.935 -0.861 -2.789
H -1.839 -2.552 -1.452
H -3.347 -1.733 -1.917
*
```

=====

Record 5
Here is a single C21H25N3O3 molecule from the OMol25 dataset. Energies are from ωB97M-V/def2-TZVPD.

Calculated values
- SMILES string: C=CCC1(CC=C)CCCN1C(=O)c1cc(COc2ccc(C)nc2)on1
- Energy above the lowest of the compared OMol25 structures with the same formula, charge and spin: 97.91 kcal/mol
- HOMO-LUMO gap: 9.7 eV
- Electronic energy: -1205.124133 a.u.

```
! RIJCOSX wB97M-V def2-TZVPD def2/J DEFGRID3
* xyz 0 1
C -1.141 5.616 -1.721
C -0.783 4.346 -1.695
C 0.212 3.753 -2.645
C 1.410 3.002 -2.018
C 1.881 3.637 -0.693
C 2.329 5.052 -0.853
C 3.569 5.464 -0.657
C 2.564 2.960 -3.039
C 3.206 1.595 -2.841
C 1.989 0.718 -2.576
N 1.110 1.573 -1.800
C 0.205 1.128 -0.913
O -0.425 1.843 -0.148
C -0.061 -0.337 -0.876
C -0.674 -0.995 0.225
C -0.812 -2.281 -0.204
C -1.379 -3.501 0.437
O -1.361 -3.305 1.829
C -1.863 -4.295 2.624
C -1.838 -4.062 4.002
C -2.331 -5.027 4.853
C -2.841 -6.211 4.316
C -3.388 -7.293 5.192
N -2.860 -6.425 3.011
C -2.390 -5.505 2.186
O -0.333 -2.387 -1.457
N 0.125 -1.182 -1.861
H -1.875 6.014 -1.042
H -0.722 6.316 -2.428
H -1.219 3.666 -0.980
H -0.309 3.045 -3.298
H 0.612 4.555 -3.271
H 1.050 3.600 0.013
H 2.699 3.033 -0.294
H 1.559 5.755 -1.138
H 3.853 6.497 -0.769
H 4.355 4.786 -0.364
H 2.164 3.027 -4.052
H 3.254 3.785 -2.882
H 3.865 1.601 -1.972
H 3.774 1.264 -3.708
H 1.501 0.428 -3.512
H 2.233 -0.191 -2.029
H -0.952 -0.567 1.162
H -2.409 -3.658 0.078
H -0.776 -4.374 0.147
H -1.434 -3.131 4.367
H -2.324 -4.873 5.921
H -3.727 -8.121 4.576
H -4.224 -6.918 5.780
H -2.623 -7.647 5.881
H -2.446 -5.768 1.138
*
```

=====

Record 6
Here is a single C21H25N3O4 molecule from the OMol25 dataset. Energies are from ωB97M-V/def2-TZVPD.

Calculated values
- SMILES string: CCOC(CNC(=O)c1ccc2c(c1)ncn2-c1ccccc1OC)OCC
- Energy above the lowest of the compared OMol25 structures with the same formula, charge and spin: 56.62 kcal/mol
- HOMO-LUMO gap: 9.1 eV
- Electronic energy: -1280.469541 a.u.

```
! RIJCOSX wB97M-V def2-TZVPD def2/J DEFGRID3
* xyz 0 1
C -7.909 -0.092 -1.092
C -7.069 -0.949 -0.151
O -6.294 -0.163 0.747
C -4.919 -0.101 0.500
C -4.526 0.599 -0.818
N -3.093 0.576 -0.984
C -2.291 1.343 -0.194
O -2.727 2.213 0.537
C -0.835 1.050 -0.318
C -0.035 1.298 0.808
C 1.323 1.064 0.808
C 1.881 0.587 -0.369
C 1.087 0.331 -1.514
C -0.281 0.563 -1.492
N 1.886 -0.148 -2.523
C 3.079 -0.192 -2.027
N 3.162 0.240 -0.731
C 4.320 0.345 0.055
C 4.573 1.509 0.766
C 5.707 1.619 1.553
C 6.594 0.562 1.622
C 6.359 -0.604 0.911
C 5.223 -0.732 0.122
O 4.897 -1.837 -0.602
C 5.747 -2.957 -0.549
O -4.327 -1.376 0.470
C -4.104 -1.956 1.746
C -2.812 -1.460 2.389
H -8.528 0.586 -0.511
H -8.551 -0.732 -1.692
H -7.282 0.500 -1.754
H -7.733 -1.554 0.476
H -6.414 -1.626 -0.709
H -4.529 0.500 1.333
H -4.862 1.637 -0.773
H -4.977 0.088 -1.668
H -2.711 -0.291 -1.328
H -0.520 1.685 1.690
H 1.922 1.240 1.689
H -0.869 0.390 -2.379
H 3.944 -0.519 -2.569
H 3.879 2.331 0.686
H 5.894 2.527 2.103
H 7.481 0.637 2.232
H 7.066 -1.415 0.983
H 5.279 -3.706 -1.186
H 5.832 -3.349 0.470
H 6.744 -2.724 -0.936
H -4.044 -3.033 1.563
H -4.963 -1.754 2.397
H -1.964 -1.683 1.746
H -2.670 -1.949 3.349
H -2.847 -0.384 2.547
*
```

=====

Record 7
Here is a 2-piece molecular cluster, C21H25N3O5 overall from the OMol25 dataset. Energies are from ωB97M-V/def2-TZVPD.

Calculated values
- SMILES string: CC[C@H](C)[C@H](NC(C)=O)C(=O)NC.N#Cc1cccc(-c2ccc(C(=O)O)o2)c1
- Energy above the lowest of the compared OMol25 structures with the same formula, charge and spin: 51.59 kcal/mol
- HOMO-LUMO gap: 8.4 eV
- Electronic energy: -1355.717918 a.u.

```
! RIJCOSX wB97M-V def2-TZVPD def2/J DEFGRID3
* xyz 0 1
C -1.830 1.886 -0.785
C -0.663 0.987 -0.357
C 0.681 1.689 -0.014
C 1.750 0.574 -0.018
C 0.670 2.449 1.346
N -0.389 3.475 1.412
C -0.431 4.716 0.917
C 0.723 5.305 0.128
O -1.428 5.393 1.106
C 2.021 3.022 1.821
O 2.961 3.192 1.052
N 2.073 3.421 3.099
C 3.241 4.043 3.720
H -2.593 1.274 -1.267
H -1.482 2.638 -1.494
H -2.286 2.372 0.076
H -0.982 0.371 0.485
H -0.488 0.326 -1.207
H 0.923 2.383 -0.818
H 1.573 -0.126 0.799
H 2.752 0.987 0.086
H 1.735 0.042 -0.969
H 0.408 1.698 2.091
H -1.244 3.214 1.877
H 1.022 4.628 -0.667
H 0.402 6.248 -0.312
H 1.565 5.495 0.790
H 1.240 3.318 3.657
H 3.700 4.749 3.024
H 3.974 3.278 3.977
H 2.946 4.578 4.624
N -5.278 -0.320 -1.029
C -4.675 -1.309 -1.159
C -3.924 -2.516 -1.318
C -4.562 -3.707 -1.680
C -3.818 -4.879 -1.846
C -2.434 -4.863 -1.652
C -1.774 -3.678 -1.283
C -0.317 -3.693 -1.086
C 0.460 -2.667 -0.622
C 1.815 -3.150 -0.596
C 1.771 -4.449 -1.035
C 2.937 -5.350 -1.156
O 4.037 -4.932 -0.828
O 2.739 -6.610 -1.620
O 0.468 -4.790 -1.340
C -2.538 -2.508 -1.117
H -5.638 -3.721 -1.837
H -4.316 -5.802 -2.130
H -1.869 -5.782 -1.791
H 0.120 -1.690 -0.313
H 2.706 -2.612 -0.281
H 3.616 -7.024 -1.619
H -2.067 -1.571 -0.839
*
```

=====

Record 8
Here is a single C21H25NO2 molecule from the OMol25 dataset. Energies are from ωB97M-V/def2-TZVPD.

Calculated values
- SMILES string: CC(C)N(CC#CC(O)(c1ccccc1)c1ccccc1)CCO
- Energy above the lowest of the compared OMol25 structures with the same formula, charge and spin: 71.28 kcal/mol
- HOMO-LUMO gap: 9.3 eV
- Electronic energy: -1020.373223 a.u.

```
! RIJCOSX wB97M-V def2-TZVPD def2/J DEFGRID3
* xyz 0 1
C 0.193 -0.008 3.736
C 0.466 -1.511 3.894
C -0.525 -2.130 4.882
N 0.487 -2.271 2.651
C -0.743 -2.256 1.869
C -0.912 -1.051 1.071
C -0.899 -0.071 0.377
C -0.781 1.195 -0.344
O -1.214 2.277 0.467
C 0.704 1.294 -0.708
C 1.260 0.320 -1.531
C 2.608 0.349 -1.833
C 3.414 1.353 -1.319
C 2.862 2.331 -0.512
C 1.511 2.302 -0.206
C -1.589 1.228 -1.629
C -2.147 0.079 -2.170
C -2.844 0.145 -3.364
C -2.990 1.355 -4.020
C -2.437 2.503 -3.478
C -1.734 2.440 -2.289
C 1.678 -2.062 1.850
C 1.914 -3.192 0.840
O 1.125 -3.109 -0.321
H 0.301 0.487 4.699
H -0.817 0.161 3.370
H 0.899 0.438 3.038
H 1.470 -1.630 4.320
H -0.315 -1.767 5.885
H -0.428 -3.212 4.874
H -1.551 -1.864 4.640
H -0.718 -3.112 1.189
H -1.591 -2.382 2.544
H -0.883 2.139 1.362
H 0.624 -0.452 -1.941
H 3.032 -0.412 -2.471
H 4.469 1.373 -1.552
H 3.482 3.122 -0.116
H 1.082 3.074 0.416
H -2.042 -0.865 -1.655
H -3.276 -0.753 -3.781
H -3.536 1.403 -4.951
H -2.551 3.450 -3.985
H -1.302 3.330 -1.858
H 1.662 -1.103 1.298
H 2.533 -2.043 2.531
H 2.980 -3.190 0.566
H 1.674 -4.153 1.300
H 1.217 -2.222 -0.690
*
```

=====

For each record above, in turn, the calculated max |F| values are 0.652, 0.686, 2.231, 0.458, 1.096, 0.844, 2.088, 0.661 eV Å⁻¹.